(1)
DFT (wB97M-V/def2-TZVPD) results for a structure of composition C6H31F3NbO8 in a non-equilibrium geometry.

* total charge: -1
* M: 381.206 g mol⁻¹
* E_LUMO: 1.949 eV

Cartesian coordinates (Å):
C: 1.59 -1.98 -0.81
C: 1.57 -0.57 -0.20
C: 3.02 -0.09 0.02
C: 0.85 0.44 -1.09
C: -0.62 0.12 -1.45
Nb: -2.16 0.00 0.19
C: -2.35 -2.36 0.14
F: -2.00 -3.00 1.29
F: -3.63 -2.82 -0.11
F: -1.60 -2.99 -0.83
H: 2.55 -2.46 -0.64
H: 0.83 -2.61 -0.34
H: 1.38 -1.96 -1.88
H: 1.10 -0.62 0.79
H: 3.50 -0.63 0.84
H: 3.05 0.99 0.23
H: 3.60 -0.27 -0.89
H: 1.45 0.49 -2.02
H: 0.89 1.43 -0.65
H: -0.99 0.97 -2.05
H: -0.63 -0.75 -2.12
H: -3.62 0.06 -0.95
H: -3.46 -0.15 1.48
H: -1.01 0.02 1.62
H: -2.38 1.80 0.34
O: -2.90 1.83 3.70
H: -2.29 2.31 4.27
H: -3.50 1.35 4.28
O: -3.21 2.17 -2.92
H: -3.62 2.83 -3.50
H: -3.66 1.34 -3.09
O: -3.17 4.03 1.68
H: -3.32 3.27 2.27
H: -2.33 3.78 1.28
O: 1.46 3.44 0.68
H: 1.53 4.27 0.20
H: 2.16 3.51 1.34
O: 3.31 5.23 2.06
H: 3.06 5.39 2.98
H: 3.55 6.10 1.72
O: 4.42 -3.36 -2.29
H: 4.19 -3.37 -3.23
H: 4.82 -4.23 -2.13
O: -6.06 -0.98 2.13
H: -6.98 -0.91 1.87
H: -5.68 -1.72 1.63
O: 5.54 -6.14 -2.04
H: 5.34 -6.83 -1.39
H: 6.40 -6.38 -2.40



(2)
DFT (wB97M-V/def2-TZVPD) results for a cluster of 9 separate species, C6H31N2O8 in total in a non-equilibrium geometry.

* ΔE to the lowest compared entry with this formula, charge and spin: 265.5 kJ/mol
* total charge: +1
* M: 259.320 g mol⁻¹
* E_LUMO: -2.475 eV

Cartesian coordinates (Å):
C: -0.90 -0.28 -1.80
C: -1.15 0.46 -0.52
C: 0.13 0.82 0.29
N: 2.61 -2.04 0.49
C: 2.13 -0.76 0.17
C: 0.90 -0.44 0.62
C: 0.13 -1.37 1.53
N: 0.10 0.52 -2.64
H: -0.44 -1.26 -1.67
H: -1.81 -0.30 -2.43
H: -1.62 1.43 -0.77
H: -1.83 -0.07 0.15
H: 0.76 1.48 -0.30
H: -0.24 1.39 1.14
H: 3.56 -2.24 0.23
H: 2.14 -2.60 1.17
H: 2.82 -0.12 -0.36
H: -0.89 -1.03 1.67
H: 0.56 -1.65 2.50
H: 0.05 -2.34 1.00
H: 1.03 0.35 -2.22
H: -0.04 1.50 -2.83
H: 0.29 0.05 -3.53
H: -1.96 2.22 2.39
H: -2.54 0.90 3.03
O: -2.28 1.33 2.22
H: 4.27 1.51 -1.94
H: 2.88 2.12 -1.90
O: 3.34 1.27 -1.91
H: 1.90 -2.11 -1.80
H: 2.88 -1.33 -2.62
O: 1.93 -1.50 -2.56
H: -3.47 -2.88 2.54
H: -4.07 -1.86 1.51
O: -3.49 -1.96 2.27
H: 0.69 3.94 -2.20
H: 1.03 3.49 -0.80
O: 1.16 3.24 -1.73
H: 0.21 -0.07 3.68
H: -1.06 -0.65 4.22
O: -0.52 0.14 4.28
H: -0.40 3.70 1.21
H: -1.43 4.49 0.44
O: -0.78 3.78 0.33
H: -2.46 -3.06 -0.57
H: -2.28 -4.51 -1.03
O: -1.82 -3.67 -0.97



Number 1: calculated total energy -32802.316 eV, orbital gap 6.12 eV, highest occupied orbital energy -4.2 eV. Number 2: calculated total energy -26079.494 eV, orbital gap 7.97 eV, highest occupied orbital energy -10.4 eV.